21
Properties=species:S:1:pos:R:3:forces:R:3 method="wB97M-V/def2-TZVPD" max_force_ev_per_a=2.8 relative_energy_kcal_mol=139.1 charge=0 lumo_energy_ha=0.00501
Cl 0.5363 -3.3799 -1.5300 -0.6 -1.6 1.0
C 1.2543 -1.9310 -2.0061 -1.4 2.1 0.2
Si 0.4669 -0.4131 -1.6483 0.4 0.0 -0.4
C 1.0208 1.1227 -2.6163 -0.4 -2.1 -0.3
Cl 1.7673 2.1460 -1.4090 0.5 0.8 0.2
C -0.5664 -0.0217 -0.1575 0.9 -0.4 0.2
C 0.0670 -0.1249 1.0796 0.3 -0.7 2.0
C -0.6414 -0.1321 2.3220 0.1 -0.3 -1.8
C -1.9945 0.1268 2.2131 0.6 0.2 -0.3
C -2.6067 0.3790 0.9987 -1.2 -0.2 -0.1
C -1.9214 0.2368 -0.1864 -1.4 0.6 -2.4
H 1.9037 -2.1388 -2.8076 0.9 0.4 -0.9
H 0.1997 1.6219 -3.1559 0.6 -0.1 0.2
H 1.7511 0.6013 -3.2794 -0.3 1.2 0.1
H 1.1412 -0.2915 1.1639 -0.2 -0.1 -0.4
H -0.2115 -0.4867 3.2665 0.1 0.6 -0.5
H -2.6006 0.1709 3.0678 -0.7 -0.1 1.2
H -3.6917 0.5583 1.0236 0.6 0.1 -0.2
H -2.4437 0.3593 -1.2309 0.8 -0.3 2.3
Cl 3.4539 0.2137 2.7077 -0.3 1.1 -0.5
H 3.1156 1.3830 2.1845 0.3 -1.1 0.5



65
Properties=species:S:1:pos:R:3:forces:R:3 method="wB97M-V/def2-TZVPD" max_force_ev_per_a=1.6 spin_multiplicity=4 charge=+3 lumo_energy_ha="-0.37266 / -0.36519"
Cr -0.7063 1.6207 -0.2506 0.3 -0.1 -0.7
C -2.7635 3.2584 1.0636 -0.1 -0.3 0.8
C -2.0660 2.5562 2.2296 0.0 0.4 0.3
O -0.7615 2.0401 1.7297 -0.6 0.3 0.4
C 0.4611 2.7601 2.0577 1.3 -0.6 -0.1
C 0.6071 3.9126 1.0848 -0.7 0.9 -0.3
O 0.1007 3.4093 -0.2202 0.4 0.2 -0.1
C 0.9392 3.4752 -1.4483 0.1 0.5 0.8
C 0.0871 3.0211 -2.5999 0.4 0.1 -1.1
O -0.6957 1.8586 -2.2728 0.5 -1.0 1.0
C -0.4691 0.5255 -2.9219 -0.6 0.9 -0.2
C -1.6249 -0.2891 -2.3507 0.9 0.4 0.4
O -1.7328 0.0185 -0.8674 -0.4 -0.4 -0.6
C -3.1264 0.0852 -0.3732 0.4 0.3 -0.8
C -3.6157 1.5184 -0.5562 0.4 -0.7 -0.2
O -2.5443 2.3653 -0.0452 -0.3 0.1 -0.7
H -2.3546 4.2386 0.8235 0.2 -0.1 -0.1
H -3.8343 3.3990 1.2609 0.2 -0.2 -0.1
H -2.6586 1.6934 2.5912 0.5 0.3 -0.3
H -1.8904 3.2255 3.0846 0.0 -0.2 -0.3
H 1.2973 2.0227 1.8971 -1.0 0.6 0.3
H 0.4712 3.0768 3.1067 -0.1 -0.1 -0.3
H 1.6062 4.3417 0.9722 0.1 -0.5 0.0
H -0.0320 4.7700 1.3743 0.1 -0.5 -0.3
H 1.8132 2.8603 -1.2778 0.0 -0.3 0.0
H 1.2809 4.4948 -1.6044 -0.2 0.2 0.0
H 0.7997 2.7783 -3.4058 -0.5 0.2 0.0
H -0.6512 3.7569 -2.9371 0.4 0.0 0.1
H 0.5423 0.1304 -2.7427 -0.5 0.2 0.4
H -0.6028 0.6624 -4.0107 0.0 -0.1 0.5
H -1.3475 -1.3293 -2.4828 -0.4 -0.3 0.3
H -2.5715 0.0018 -2.7966 0.0 -0.1 0.0
H -3.0533 -0.1754 0.6538 0.0 -0.2 1.0
H -3.7316 -0.6755 -0.8650 0.0 0.2 -0.2
H -4.5435 1.6936 -0.0310 -0.2 0.1 0.2
H -3.7401 1.7606 -1.6031 -0.1 0.2 -0.2
C 3.0742 -0.3749 -0.7156 0.0 -0.5 -0.5
C 1.7764 -0.1955 0.0260 0.5 0.5 -0.6
O 1.1238 0.8558 -0.2906 -0.8 -0.2 -0.2
C 1.3820 -1.0273 1.1165 0.1 -0.1 0.3
C 0.1862 -0.7864 1.8218 0.8 -0.6 0.1
C -0.0864 -1.5417 2.9389 0.3 -0.5 -0.6
C 0.7616 -2.5592 3.3578 1.3 -0.5 -0.6
C 1.9771 -2.7998 2.6780 -1.0 0.5 -0.9
C 2.2534 -2.0524 1.5204 -0.2 -0.2 1.3
H 3.1660 0.3973 -1.5011 0.1 -0.3 0.6
H 3.1713 -1.3643 -1.2262 -0.5 0.6 0.5
H 3.9057 -0.3643 0.0021 -0.1 0.3 -0.2
H -0.5108 -0.0393 1.4943 -0.1 -0.1 0.1
H -1.0043 -1.4686 3.4418 -1.1 0.4 0.6
H 0.4652 -3.2211 4.1651 0.1 0.2 0.1
H 2.6302 -3.6240 2.9209 0.0 0.1 0.4
H 3.1695 -2.2526 0.9844 0.0 0.0 -0.1
C 1.0348 -5.5169 0.4813 0.0 0.6 0.6
N 1.0339 -4.4986 -0.5781 0.9 -1.0 0.5
C 1.8674 -4.4811 -1.6870 -1.1 1.0 0.1
C 1.5346 -3.3289 -2.3367 -0.5 -0.2 1.4
N 0.5865 -2.6080 -1.6239 0.1 -0.1 0.0
C 0.3270 -3.3618 -0.5684 -0.2 0.2 -0.3
H 1.3925 -6.4524 0.0959 -0.2 -0.4 -0.3
H 0.0322 -5.6062 0.9243 0.3 -0.1 -0.4
H 1.7313 -5.2516 1.2899 -0.2 0.1 -0.3
H 2.5815 -5.2127 -1.9872 0.1 -0.6 0.2
H 1.8982 -3.0153 -3.2586 0.6 0.6 -1.4
H -0.3494 -3.1111 0.2477 0.1 -0.2 -0.3



8
Properties=species:S:1:pos:R:3:forces:R:3 method="wB97M-V/def2-TZVPD" max_force_ev_per_a=2.2 relative_energy_kcal_mol=6.5 charge=0 lumo_energy_ha=0.01978
H -1.4822 -0.7639 -1.8296 -0.8 0.3 0.1
N -0.6814 -0.7805 -1.2374 1.1 0.3 0.6
C -0.4476 -0.0506 -0.2773 0.1 0.2 0.8
C 0.8622 -0.0078 0.5407 -0.1 0.0 0.6
Br -1.8493 1.3797 0.5182 1.0 -1.1 -0.7
H 1.0313 1.0185 0.8426 -0.2 0.3 0.0
H 1.7474 -0.2302 -0.1166 -1.1 -0.5 0.7
H 0.8195 -0.5652 1.5592 0.0 0.5 -2.1



15
Properties=species:S:1:pos:R:3:forces:R:3 method="wB97M-V/def2-TZVPD" max_force_ev_per_a=1.8 relative_energy_kcal_mol=199.0 charge=+1 lumo_energy_ha=-0.37286
C -1.9777 -0.3428 1.0555 1.0 0.6 -0.6
C -0.9894 0.1032 0.1756 -0.3 0.3 -1.3
C -1.2914 0.8613 -1.0792 1.6 -0.8 -0.5
O 1.1310 -0.9311 -1.0363 0.4 -0.2 0.6
N 2.3336 0.0652 1.0254 0.1 0.0 -0.5
H -2.9784 -0.0966 0.7261 -0.4 -0.5 0.6
H -1.6650 -0.7612 2.0046 -0.6 -0.2 0.0
H 0.0513 -0.0503 0.3241 0.1 0.0 0.8
H -0.4112 0.7072 -1.7114 0.1 0.4 0.2
H -1.3048 1.9408 -0.8875 -0.7 -0.1 -0.1
H -2.0355 0.4161 -1.7443 -0.9 0.5 0.7
H 1.4996 -1.6791 -1.5324 -0.1 -0.3 -0.2
H 2.8306 -0.2895 1.8356 0.1 -0.1 -0.2
H 2.9073 0.6865 0.4621 0.0 0.3 0.3
H 1.9001 -0.6295 0.3820 -0.5 0.0 0.1



117
Properties=species:S:1:pos:R:3:forces:R:3 method="wB97M-V/def2-TZVPD" max_force_ev_per_a=1.7 charge=+1 lumo_energy_ha=-0.08152
N -0.8475 0.4555 -1.9384 0.0 -0.2 -0.3
B -1.7511 1.7143 -2.0175 0.5 1.6 0.3
O -1.1107 2.8977 -1.8801 0.7 -0.2 -0.8
O -3.0475 1.6930 -2.2126 -0.7 -1.3 0.4
H -0.6064 0.1974 -0.9606 -0.1 0.0 0.3
H 0.0378 0.7046 -2.3823 0.1 0.0 0.1
H -1.2442 -0.3229 -2.4653 0.1 -0.3 0.3
H -0.6128 3.0566 -2.7135 0.2 0.4 0.3
H -3.4269 0.7983 -2.0785 -0.7 -0.2 -0.2
C -5.6714 -0.1106 -2.3031 -0.1 0.0 -0.1
O -4.6190 -0.6544 -1.9557 0.4 0.4 0.0
N -6.8763 -0.5120 -1.9259 -0.1 0.0 0.0
C -8.0859 0.1642 -2.3651 0.0 -0.2 0.1
C -6.9900 -1.6682 -1.0429 0.2 0.0 0.0
H -5.6884 0.7668 -2.9670 0.1 0.0 0.0
H -8.6327 0.5376 -1.4991 0.0 0.0 0.0
H -8.7188 -0.5338 -2.9136 0.0 0.1 0.0
H -7.8370 1.0008 -3.0136 0.1 0.0 0.0
H -6.4596 -1.4766 -0.1109 0.0 -0.1 0.0
H -6.5435 -2.5410 -1.5183 0.0 0.0 0.0
H -8.0359 -1.8656 -0.8298 0.0 0.1 0.0
C 0.5510 1.0003 1.8117 0.3 0.3 0.0
O 0.0802 0.2642 0.9317 0.0 0.0 -0.3
N -0.1080 2.0233 2.3495 0.2 -0.4 0.1
C 0.4732 2.9070 3.3487 -0.2 -0.1 0.1
C -1.4525 2.2152 1.8660 -0.1 -0.1 -0.3
H 1.5723 0.8794 2.1969 0.0 -0.1 0.0
H -0.1262 2.8686 4.2605 0.0 0.1 0.0
H 0.4858 3.9280 2.9672 0.1 0.0 0.1
H 1.4918 2.6024 3.5743 0.0 0.0 -0.1
H -2.0424 1.3188 2.0677 -0.1 0.1 0.0
H -1.3628 2.3405 0.7843 -0.5 0.2 0.0
H -1.9335 3.0768 2.3178 0.2 0.1 0.0
C 0.5225 1.6090 -5.0538 0.1 0.1 0.0
O -0.0345 2.6813 -4.8257 -0.2 -0.1 0.6
N 0.5309 0.9847 -6.2209 0.1 -0.2 -0.1
C 1.2102 -0.2852 -6.4287 0.0 0.1 0.0
C -0.1659 1.5840 -7.3541 -0.1 0.2 0.1
H 1.0906 1.0612 -4.2740 0.0 0.0 -0.1
H 1.9663 -0.1718 -7.2023 0.0 -0.1 -0.1
H 0.4859 -1.0302 -6.7521 0.1 -0.1 -0.1
H 1.6879 -0.6235 -5.5094 0.0 0.1 0.1
H 0.2562 2.5669 -7.5634 0.0 0.0 0.0
H -1.2201 1.7058 -7.1137 0.0 0.0 -0.1
H -0.0626 0.9483 -8.2269 0.1 -0.1 0.0
C -4.5505 -1.7786 2.0818 -0.1 0.1 0.0
O -5.2425 -2.3640 2.8873 0.0 -0.1 0.0
N -3.4954 -2.3146 1.4374 0.0 0.1 -0.1
C -2.7210 -1.5531 0.4831 0.3 -0.3 0.1
C -3.1341 -3.6959 1.7131 -0.2 0.1 0.1
H -4.7373 -0.7254 1.7997 0.0 0.0 0.0
H -2.7666 -2.0422 -0.4936 0.0 0.1 -0.1
H -1.6792 -1.4915 0.8131 -0.1 0.1 -0.1
H -3.1257 -0.5463 0.3926 -0.1 0.0 0.0
H -3.9703 -4.3527 1.4727 0.0 -0.1 0.0
H -2.9017 -3.8139 2.7713 0.0 -0.1 0.0
H -2.2691 -3.9755 1.1177 0.0 0.1 0.0
C 4.4563 2.9672 4.4067 0.1 0.1 0.0
O 3.4864 3.0358 3.6620 0.1 -0.1 0.0
N 4.9785 1.8332 4.8791 0.1 0.0 0.1
C 6.1336 1.8230 5.7596 -0.1 -0.1 0.0
C 4.3722 0.5658 4.5001 -0.1 0.2 -0.2
H 4.9887 3.8668 4.7539 0.0 0.0 0.0
H 6.9406 1.2571 5.2924 0.1 0.0 0.1
H 5.8632 1.3507 6.7018 0.1 -0.1 0.0
H 6.4778 2.8374 5.9516 -0.1 0.0 -0.1
H 4.4010 0.4599 3.4137 0.0 0.0 0.0
H 3.3306 0.5487 4.8231 0.0 -0.1 0.0
H 4.9056 -0.2560 4.9649 0.0 0.1 0.1
C -0.5437 -1.3666 -9.7205 0.0 0.0 0.1
O 0.6187 -1.1938 -9.3865 0.0 0.0 0.0
N -0.9775 -1.3966 -10.9847 -0.2 -0.1 -0.1
C -2.3757 -1.5999 -11.3144 0.2 0.0 -0.2
C -0.0127 -1.2171 -12.0583 0.1 0.0 0.2
H -1.3529 -1.5111 -8.9835 0.0 0.0 0.0
H -2.4853 -2.4983 -11.9244 -0.1 0.0 0.0
H -2.7526 -0.7413 -11.8716 -0.1 0.0 0.0
H -2.9634 -1.7148 -10.4067 0.0 0.0 0.0
H 0.7481 -1.9958 -12.0068 0.0 0.0 -0.1
H 0.4803 -0.2505 -11.9550 0.0 0.0 -0.1
H -0.5189 -1.2662 -13.0182 -0.1 0.0 0.0
C -3.3685 2.9888 -8.7015 0.1 0.1 -0.1
O -2.9885 1.8745 -9.0148 0.0 -0.1 0.1
N -4.4498 3.2455 -7.9473 -0.1 0.2 0.1
C -4.8499 4.5992 -7.6088 -0.1 -0.2 0.1
C -5.2394 2.1290 -7.4592 0.2 0.0 -0.1
H -2.8389 3.9010 -9.0223 0.0 0.0 0.0
H -4.8487 4.7267 -6.5247 0.0 0.1 0.0
H -5.8535 4.7959 -7.9896 0.0 0.1 0.0
H -4.1603 5.3160 -8.0478 0.0 0.0 0.0
H -4.6184 1.4764 -6.8432 -0.1 0.0 0.0
H -5.6176 1.5457 -8.2990 0.0 -0.1 0.1
H -6.0738 2.5000 -6.8698 0.0 0.1 0.0
C 5.0117 -0.8156 8.5880 0.3 -0.2 0.0
O 4.9746 -0.7849 7.3672 -0.1 0.1 0.0
N 4.1127 -0.2328 9.3945 -0.1 0.0 0.1
C 4.2238 -0.3053 10.8401 -0.2 0.1 -0.1
C 3.0015 0.4901 8.7995 0.2 -0.1 -0.1
H 5.8114 -1.3359 9.1370 0.0 0.0 0.0
H 3.3389 -0.7914 11.2564 0.0 0.0 0.1
H 4.3067 0.6998 11.2567 0.0 0.0 0.1
H 5.1085 -0.8741 11.1191 0.1 0.0 -0.1
H 2.4151 -0.1821 8.1719 0.0 0.1 0.0
H 3.3773 1.3005 8.1728 -0.1 0.0 0.0
H 2.3691 0.9007 9.5818 0.0 0.0 0.0
C 7.1052 -3.0650 10.9981 -0.2 0.1 0.1
O 7.6776 -2.0038 10.8299 0.0 0.0 -0.1
N 7.6052 -4.2711 10.6929 0.0 -0.2 0.0
C 6.8612 -5.4951 10.9212 0.2 0.1 -0.1
C 8.9379 -4.3462 10.1147 -0.1 0.2 0.0
H 6.0903 -3.1172 11.4325 0.0 -0.1 0.0
H 7.4125 -6.1424 11.6054 -0.1 -0.1 0.0
H 6.7126 -6.0207 9.9763 -0.1 -0.1 0.0
H 5.8899 -5.2698 11.3556 0.0 0.0 0.0
H 9.6638 -3.9073 10.7990 0.1 0.0 0.0
H 8.9681 -3.7861 9.1800 0.1 0.0 0.0
H 9.1979 -5.3840 9.9256 -0.1 0.0 0.0



21
Properties=species:S:1:pos:R:3:forces:R:3 method="wB97M-V/def2-TZVPD" max_force_ev_per_a=2.4 spin_multiplicity=7 charge=0 lumo_energy_ha="-0.00103 / -0.00386"
Mn -0.5907 0.2598 -0.7016 -1.3 1.8 -0.4
Br -1.8919 2.2528 -1.6212 0.0 0.0 0.0
O -1.1515 -1.1886 -2.0744 0.1 -0.3 -0.6
H -1.8587 -1.8294 -2.1485 -0.6 -0.4 0.3
H -0.6670 -1.2698 -2.8959 0.3 0.0 -0.5
O 1.1595 0.9227 -1.7641 0.6 -0.4 -0.1
H 1.4223 1.7242 -2.2166 -0.3 0.6 -0.1
H 1.5850 0.2195 -2.2548 0.3 -0.5 -0.2
O -2.1981 -0.2917 0.5580 -0.3 0.1 0.1
H -3.1315 -0.1953 0.3687 -0.5 0.3 -0.4
H -2.1692 -0.7871 1.3765 0.3 -0.6 0.6
C 1.4738 -0.6678 1.1353 -0.4 1.5 -0.6
C 0.9170 0.5956 1.8032 0.7 -1.6 1.6
O 0.2947 1.4747 0.9443 0.0 0.8 -0.9
O 0.4837 -1.2172 0.2394 1.1 0.1 0.5
H 1.7788 -1.3435 1.9344 0.1 -0.2 -0.4
H 2.2351 -0.3736 0.4129 0.7 -0.2 0.6
H 1.7255 1.1266 2.3056 0.3 -0.2 0.2
H 0.1740 0.2968 2.5427 0.1 -0.3 0.4
H 0.3155 2.2989 1.4362 -0.6 0.5 -0.7
H 0.0938 -2.0076 0.6199 -0.8 -1.1 0.4